264
Properties=species:S:1:pos:R:3:lowdin_charge:R:1 method="wB97M-V/def2-TZVPD" relative_energy_kcal_mol=0.00 max_force_ha_per_bohr=0.0833 lumo_energy_ev=0.42 orbital_gap_ev=9.79
C -0.49333 -4.32944 4.06953 -0.035
C 0.09546 -2.95073 4.27205 -0.067
O -1.07613 -2.12808 4.56641 0.055
C -2.09378 -2.89844 4.92786 -0.675
O -3.02696 -2.46521 5.50083 0.153
O -1.84130 -4.16088 4.70244 0.087
H -0.00142 -5.15371 4.55057 0.126
H -0.53023 -4.60709 3.00520 0.122
H 0.49619 -2.59246 3.34121 0.108
H 0.78097 -2.95673 5.15672 0.133
C -5.15565 3.49405 -4.06377 -0.086
C -5.27961 4.54908 -5.12628 -0.097
O -3.97627 4.61901 -5.76953 0.060
C -3.24854 3.53458 -5.37340 -0.583
O -2.17432 3.27503 -5.81840 0.147
O -3.83543 2.88071 -4.33498 0.001
H -5.92728 2.72904 -4.10642 0.123
H -5.09713 3.90047 -3.06735 0.116
H -5.51047 5.54758 -4.75336 0.134
H -6.00333 4.20550 -5.88223 0.131
C 5.22859 0.01121 3.38671 -0.104
C 3.97533 0.40664 4.12312 -0.099
O 3.85779 1.83540 3.80359 0.028
C 5.10055 2.29801 3.39385 -0.556
O 5.40128 3.41887 3.17601 0.160
O 5.95723 1.25242 3.27636 0.050
H 4.97525 -0.38347 2.42739 0.104
H 5.77316 -0.74165 3.94463 0.135
H 4.12591 0.32322 5.19018 0.113
H 3.06022 -0.10665 3.80850 0.113
C 1.02656 2.74724 -4.82805 -0.137
C 1.79034 3.96169 -4.17388 -0.031
O 1.81939 3.61772 -2.73424 0.013
C 0.98129 2.61744 -2.49406 -0.554
O 0.66315 2.28254 -1.43100 0.180
O 0.59105 1.99765 -3.73235 0.009
H 1.66738 2.21027 -5.50855 0.116
H 0.18206 3.12896 -5.38874 0.101
H 1.19689 4.90981 -4.30081 0.137
H 2.82493 4.15550 -4.46950 0.120
C 1.08036 -3.61236 0.54223 -0.141
C 1.04658 -3.99851 -0.91572 -0.014
O 1.04570 -5.49256 -0.66122 0.039
C 1.64262 -5.79751 0.49511 -0.623
O 2.03499 -6.84093 0.81650 0.181
O 1.75927 -4.66085 1.24085 0.049
H 0.07433 -3.59577 0.94642 0.090
H 1.47437 -2.61892 0.73274 0.118
H 1.97586 -3.85489 -1.44311 0.105
H 0.16673 -3.66251 -1.43035 0.114
C -4.56787 -0.55217 -7.06663 -0.095
C -4.82448 0.39875 -5.95895 -0.082
O -5.13044 1.72458 -6.55915 0.050
C -5.07381 1.54701 -7.88188 -0.558
O -5.26298 2.42800 -8.69853 0.133
O -4.81520 0.26847 -8.24211 0.079
H -5.18158 -1.45427 -7.06865 0.139
H -3.56221 -0.87902 -6.97779 0.097
H -3.94847 0.54233 -5.32958 0.106
H -5.66702 0.17728 -5.27097 0.134
C -5.50011 0.70914 0.25136 -0.099
C -5.37089 1.86175 -0.66057 -0.084
O -5.86606 1.28676 -1.92050 0.055
C -5.78651 -0.03102 -1.85015 -0.607
O -5.87760 -0.70848 -2.82879 0.122
O -5.33166 -0.46302 -0.64582 0.047
H -6.46215 0.63966 0.78165 0.144
H -4.69544 0.67849 0.97140 0.083
H -4.31697 2.22278 -0.71973 0.113
H -6.04542 2.71127 -0.43257 0.152
C -4.81336 -4.69080 -1.85224 -0.074
C -5.26908 -3.97019 -0.54956 -0.048
O -4.09502 -4.03367 0.33876 0.043
C -3.02831 -4.36553 -0.40342 -0.596
O -1.92934 -4.38429 0.01366 0.168
O -3.39275 -4.57740 -1.67845 0.041
H -5.11011 -4.12884 -2.73278 0.124
H -5.19200 -5.69533 -1.95416 0.122
H -6.10548 -4.47779 -0.05541 0.113
H -5.52276 -2.92054 -0.79690 0.120
C -2.15183 4.66122 -2.06280 -0.106
O -2.85324 4.07405 -1.01347 -0.186
C -1.97716 3.60886 0.08798 -0.131
C -2.75760 3.65838 1.35532 -0.195
O -3.76306 2.71776 1.56490 -0.141
C -3.97985 2.30152 2.86278 -0.205
C -4.25728 3.44257 3.85446 -0.193
O -5.46873 4.14157 3.49808 -0.174
C -5.59056 5.37425 4.26074 -0.082
H -1.69610 5.62839 -1.81522 0.101
H -2.83581 4.69358 -2.93067 0.083
H -1.37123 4.00954 -2.45466 0.077
H -1.06098 4.24522 0.10995 0.124
H -1.65453 2.59235 -0.14545 0.093
H -3.14757 4.65853 1.45888 0.134
H -2.05295 3.63294 2.21065 0.128
H -3.24694 1.53401 3.22834 0.141
H -4.89300 1.69114 2.74515 0.106
H -3.31192 3.96502 3.93106 0.106
H -4.45900 3.02117 4.83722 0.123
H -5.62211 5.18247 5.35527 0.091
H -6.52813 5.79762 4.02055 0.067
H -4.72341 6.02640 4.04192 0.094
C -5.88374 -0.60025 4.14828 -0.056
O -5.64998 -1.03823 2.76970 -0.187
C -4.83338 -2.18003 2.83590 -0.215
C -5.42214 -3.51835 3.28396 -0.206
O -6.47273 -3.98154 2.48877 -0.105
C -6.81946 -5.28352 2.87655 -0.203
C -8.03951 -5.90596 2.19455 -0.200
O -7.78914 -6.31287 0.83474 -0.196
C -9.00788 -6.39463 0.04563 -0.069
H -4.89415 -0.46845 4.60182 0.086
H -6.50943 -1.26338 4.71133 0.079
H -6.33475 0.39676 4.07433 0.084
H -3.90284 -1.93835 3.43115 0.119
H -4.47008 -2.35842 1.81432 0.100
H -5.80952 -3.47197 4.31136 0.124
H -4.50830 -4.13430 3.38884 0.134
H -7.07339 -5.35080 3.94799 0.132
H -6.00421 -5.98706 2.64079 0.139
H -8.94963 -5.31152 2.34206 0.127
H -8.30277 -6.75670 2.80299 0.113
H -9.63679 -7.04852 0.58495 0.069
H -8.76245 -6.90017 -0.87958 0.086
H -9.42598 -5.43453 -0.10965 0.077
C -0.60612 4.63302 7.59527 -0.105
O 0.13713 3.42491 7.66852 -0.192
C -0.63643 2.36777 7.14434 -0.209
C 0.07480 1.21486 6.49884 -0.145
O 0.41628 0.14742 7.41679 -0.109
C 1.70195 0.32066 7.98198 -0.219
C 2.09233 -0.87019 8.80445 -0.220
O 2.05445 -2.09981 8.12565 -0.178
C 2.87156 -2.10236 6.91981 -0.090
H -0.02400 5.45425 8.01001 0.090
H -1.57951 4.53928 8.06364 0.084
H -0.76968 4.83177 6.51255 0.089
H -1.29923 2.82417 6.38927 0.115
H -1.26904 1.91938 7.91833 0.139
H 1.03634 1.50090 6.08748 0.117
H -0.55911 0.78403 5.74955 0.111
H 1.79169 1.23264 8.55879 0.129
H 2.51786 0.45090 7.26065 0.104
H 1.33233 -1.06309 9.58989 0.140
H 3.02022 -0.82148 9.33950 0.118
H 2.46887 -1.62265 6.02135 0.063
H 3.02214 -3.13778 6.69486 0.078
H 3.82957 -1.60432 7.19679 0.097
C 2.14180 4.48849 4.82522 -0.100
O 1.08657 4.05711 3.98851 -0.194
C 1.28314 4.31237 2.61397 -0.215
C 0.97832 5.72297 2.10658 -0.185
O 0.75815 5.75817 0.70009 -0.138
C 1.95221 5.49367 -0.02217 -0.185
C 2.13184 6.46955 -1.16744 -0.207
O 2.33593 7.78537 -0.66978 -0.170
C 2.90443 8.65215 -1.65369 -0.100
H 2.00803 4.02997 5.82713 0.089
H 2.14649 5.57577 5.02689 0.089
H 3.12842 4.32568 4.37457 0.073
H 0.56488 3.68905 2.03655 0.117
H 2.30536 3.96841 2.39143 0.120
H 1.78407 6.43267 2.45748 0.142
H 0.07337 6.14657 2.54317 0.128
H 1.92161 4.48843 -0.45057 0.104
H 2.81997 5.56539 0.62549 0.129
H 1.26429 6.43648 -1.88669 0.135
H 2.96202 6.08253 -1.77130 0.111
H 2.15183 8.82248 -2.43748 0.088
H 3.83176 8.29065 -2.10193 0.085
H 3.08975 9.60976 -1.19618 0.078
C 2.27305 0.31517 1.22026 -0.110
O 1.60414 -0.17309 2.34062 -0.205
C 0.39665 0.53405 2.61573 -0.139
C -0.65768 0.52808 1.46845 -0.121
O -0.91098 -0.86321 1.26891 -0.113
C -2.06757 -1.13826 0.63609 -0.246
C -2.09179 -0.93562 -0.81074 -0.155
O -2.43035 0.44744 -1.06345 -0.174
C -2.30726 0.64733 -2.42549 -0.105
H 1.92592 -0.23608 0.29837 0.099
H 3.33769 0.14995 1.30588 0.063
H 2.06590 1.37411 0.98759 0.097
H 0.57701 1.57228 2.90228 0.106
H 0.00099 0.06219 3.52940 0.114
H -0.35025 0.91483 0.49438 0.103
H -1.58382 1.05011 1.75398 0.114
H -2.96467 -0.60679 1.10192 0.148
H -2.22275 -2.18622 0.85866 0.107
H -2.91379 -1.54933 -1.26065 0.134
H -1.17364 -1.25294 -1.33777 0.144
H -1.28496 0.50267 -2.74502 0.077
H -2.56405 1.71442 -2.56129 0.095
H -2.94314 0.00165 -3.01771 0.077
C -2.38840 -2.53763 -4.42796 -0.066
O -1.07956 -1.96016 -4.35092 -0.183
C -0.82574 -1.10011 -5.40510 -0.237
C 0.65077 -0.88814 -5.43581 -0.165
O 1.45339 -1.98905 -5.90410 -0.108
C 1.99287 -2.81993 -4.90265 -0.199
C 3.00805 -3.78745 -5.46441 -0.195
O 4.19954 -3.07991 -5.82548 -0.198
C 5.31686 -3.95503 -6.12203 -0.081
H -2.46401 -3.24862 -5.19872 0.077
H -3.14855 -1.75515 -4.49807 0.072
H -2.61501 -3.08049 -3.48513 0.085
H -1.35544 -0.16987 -5.23536 0.117
H -1.17969 -1.54861 -6.34867 0.134
H 0.96655 -0.63195 -4.43483 0.115
H 0.81243 -0.05748 -6.15914 0.134
H 1.18290 -3.44706 -4.51236 0.126
H 2.46110 -2.25394 -4.06160 0.120
H 2.55069 -4.22109 -6.36137 0.130
H 3.20994 -4.58686 -4.72977 0.114
H 6.14621 -3.29541 -6.29260 0.081
H 5.14180 -4.55499 -7.01365 0.087
H 5.54296 -4.58753 -5.26485 0.071
C 10.32840 0.45241 -1.93443 -0.083
O 9.03541 0.81550 -1.36120 -0.191
C 9.13082 1.77276 -0.33486 -0.246
C 7.79029 2.04898 0.26395 -0.203
O 6.85744 2.34629 -0.77306 -0.154
C 5.52063 2.58443 -0.30735 -0.151
C 4.57883 2.72480 -1.55676 -0.119
O 4.69609 4.00215 -2.32432 -0.201
C 5.93056 4.08283 -3.05036 -0.101
H 10.95057 -0.06087 -1.19958 0.076
H 10.98404 1.33822 -2.14551 0.090
H 10.13278 -0.10253 -2.86429 0.090
H 9.48526 2.70974 -0.80333 0.128
H 9.89636 1.46975 0.42967 0.140
H 7.83484 2.78970 1.08292 0.136
H 7.50820 1.10806 0.80999 0.130
H 5.59420 3.50880 0.28918 0.128
H 5.20119 1.78929 0.39447 0.114
H 3.55800 2.69057 -1.16789 0.095
H 4.67061 1.79749 -2.13612 0.112
H 5.75842 4.94361 -3.74165 0.097
H 6.18719 3.21383 -3.60636 0.075
H 6.78100 4.33654 -2.41729 0.080
C 4.24454 -1.07476 -2.22863 -0.112
O 4.12325 -2.44181 -1.90532 -0.189
C 5.17029 -3.17852 -2.47289 -0.173
C 5.27502 -4.72140 -2.06238 -0.122
O 4.01342 -5.28868 -2.44515 -0.162
C 3.87988 -6.65397 -2.11262 -0.207
C 4.41912 -7.55476 -3.14248 -0.233
O 5.81151 -7.60949 -3.01001 -0.193
C 6.43359 -8.69402 -3.71464 -0.091
H 4.02623 -0.79610 -3.25976 0.092
H 5.18942 -0.64661 -1.90234 0.083
H 3.52989 -0.67536 -1.51580 0.075
H 6.12012 -2.68223 -2.16845 0.129
H 5.08913 -3.17301 -3.57184 0.101
H 5.42130 -5.04793 -1.01471 0.132
H 6.05059 -5.15606 -2.68859 0.106
H 2.80744 -6.76987 -2.05269 0.124
H 4.39008 -6.95436 -1.19652 0.137
H 4.01303 -7.25917 -4.12428 0.137
H 4.13371 -8.58558 -2.96355 0.123
H 7.49563 -8.51016 -3.54251 0.087
H 6.33162 -8.58700 -4.79230 0.079
H 6.12685 -9.72580 -3.44544 0.096